16
Properties=species:S:1:pos:R:3 method="wB97M-V/def2-TZVPD" charge=+1 largest_force_ev_per_a=3.24 lumo_ev="-6.62 / -6.62" gap_ev="6.48 / 6.49" energy_ha=-3520.43903
C 1.610 -0.423 0.776
C -0.158 1.070 0.593
C -0.778 -1.924 -1.162
N -0.317 -0.664 -0.779
N -0.886 0.075 0.022
N 1.019 0.536 1.391
N 0.357 1.975 -0.686
O -0.338 2.904 -0.916
O 1.429 1.725 -1.130
Cl 2.979 -1.248 1.160
Br -2.716 -0.273 1.152
H -0.691 1.722 1.215
H -0.207 -2.145 -2.018
H -0.762 -2.450 -0.259
H -1.760 -1.880 -1.682
H 1.219 0.999 2.321

14
Properties=species:S:1:pos:R:3 method="wB97M-V/def2-TZVPD" largest_force_ev_per_a=0.91 lumo_ev=0.82 smiles="C=CN.NC=O" gap_ev=9.37 energy_ha=-303.82957
C 0.953 4.096 -1.257
C -0.080 3.271 -1.180
N -0.824 3.068 -0.020
H 1.229 4.636 -0.361
H 1.606 4.236 -2.102
H -0.309 2.606 -2.012
H -0.394 2.776 0.841
H -1.738 2.696 -0.200
C -0.477 -4.946 1.379
N 0.471 -4.113 0.875
O -1.635 -4.657 1.567
H -0.097 -5.938 1.646
H 1.132 -4.536 0.236
H 0.164 -3.195 0.588

11
Properties=species:S:1:pos:R:3 method="wB97M-V/def2-TZVPD" largest_force_ev_per_a=7.13 lumo_ev="0.96 / -1.60" gap_ev="5.49 / 8.53" multiplicity=3 energy_ha=-285.13378
C -1.032 0.160 0.195
C 0.901 0.268 0.243
C -2.297 0.038 -0.017
C 2.217 0.278 -0.006
N 0.185 -0.961 0.265
O -0.146 1.142 0.609
H -2.838 0.948 -0.104
H -2.875 -0.805 -0.262
H 2.876 1.086 0.114
H 2.606 -0.684 -0.447
H 0.403 -1.472 -0.590

9
Properties=species:S:1:pos:R:3 method="wB97M-V/def2-TZVPD" largest_force_ev_per_a=4.23 lumo_ev="0.32 / 0.01" gap_ev="8.18 / 8.25" energy_ha=-937.44148
C -0.521 -1.062 1.086
C 0.223 0.298 -0.811
S -0.331 1.881 -0.714
Cl 1.894 0.037 -1.246
H -1.268 -1.611 0.509
H 0.577 -1.330 1.082
H -0.817 -0.214 1.573
H -0.530 -0.356 -1.384
H 0.774 2.356 -0.096

70
Properties=species:S:1:pos:R:3 method="wB97M-V/def2-TZVPD" charge=+1 largest_force_ev_per_a=0.48 lumo_ev="-4.50 / -4.19" gap_ev="6.48 / 6.82" multiplicity=2 energy_ha=-2916.07213
Re -0.089 0.366 -0.171
Cl 5.215 -4.565 0.710
C 4.088 -3.342 0.246
C 4.226 -2.707 -0.989
C 3.333 -1.729 -1.365
C 2.284 -1.365 -0.521
O 1.446 -0.415 -0.957
C 2.140 -1.999 0.727
C 1.108 -1.697 1.680
N 0.214 -0.772 1.559
C -0.769 -0.558 2.578
C -0.833 -1.193 3.790
C -1.864 -0.896 4.704
C -2.820 0.034 4.412
C -2.780 0.716 3.175
C -3.724 1.699 2.797
C -3.616 2.322 1.586
C -2.563 1.965 0.732
N -1.671 1.052 1.060
C -1.753 0.413 2.267
C 3.063 -2.997 1.089
H 5.035 -2.992 -1.648
H 3.417 -1.232 -2.322
H 1.109 -2.314 2.573
H -0.101 -1.934 4.078
H -1.887 -1.420 5.649
H -3.611 0.259 5.115
H -4.530 1.946 3.478
H -4.324 3.074 1.268
H -2.445 2.422 -0.243
H 2.962 -3.498 2.044
O -2.902 -1.240 -5.373
C -2.423 -0.886 -4.344
C -1.717 0.470 -4.073
O -1.580 1.381 -4.838
C -1.272 0.359 -2.673
C -1.643 -0.815 -2.097
O -1.357 -0.990 -0.808
C -2.403 -1.683 -3.011
O -2.905 -2.751 -2.804
O -0.651 1.253 -1.916
C 4.357 6.345 1.049
C 3.646 6.403 -0.298
C 3.471 5.034 -0.943
N 2.640 4.142 -0.115
C 1.625 3.373 -0.454
S 1.165 2.178 0.740
N 0.973 3.503 -1.623
C 0.713 4.688 -2.392
O 0.551 4.577 -3.572
C 0.555 5.976 -1.659
C 0.859 7.144 -2.353
C 0.716 8.373 -1.731
C 0.247 8.439 -0.425
C -0.084 7.277 0.259
C 0.075 6.044 -0.354
H 4.524 7.349 1.437
H 5.330 5.856 0.966
H 3.771 5.815 1.805
H 4.225 7.012 -0.995
H 2.673 6.883 -0.196
H 4.441 4.543 -1.054
H 3.036 5.114 -1.932
H 2.987 3.980 0.820
H 0.457 2.686 -1.962
H 1.204 7.073 -3.376
H 0.960 9.281 -2.266
H 0.130 9.400 0.058
H -0.469 7.332 1.269
H -0.196 5.142 0.183

16
Properties=species:S:1:pos:R:3 method="wB97M-V/def2-TZVPD" largest_force_ev_per_a=2.07 lumo_ev=0.82 smiles=CN.O.O.O gap_ev=10.42 energy_ha=-325.16182
C 0.737 -0.603 -2.136
N 0.196 0.542 -1.403
H 1.628 -1.014 -1.650
H 1.213 -0.369 -3.105
H 0.040 -1.428 -2.305
H 0.851 1.050 -0.825
H -0.344 1.041 -2.098
H -1.037 -0.724 2.035
H -0.871 -0.090 3.432
O -0.399 -0.598 2.771
H 1.047 1.855 2.062
H 0.886 0.400 1.777
O 1.203 1.211 1.360
H -1.123 -0.098 -0.440
H -2.369 -0.900 0.150
O -1.658 -0.276 0.375

48
Properties=species:S:1:pos:R:3 method="wB97M-V/def2-TZVPD" charge=+1 largest_force_ev_per_a=1.30 lumo_ev=-3.73 gap_ev=7.43 energy_ha=-4524.53946
Pd -0.130 -0.903 -0.548
S -0.304 -1.944 -2.559
C 1.403 -2.168 -2.213
N 1.785 -1.577 -1.110
C 3.120 -1.801 -0.820
C 3.829 -1.315 0.272
C 5.169 -1.638 0.380
C 5.803 -2.427 -0.583
C 5.106 -2.910 -1.675
C 3.759 -2.592 -1.780
S 2.625 -3.043 -3.036
H 3.341 -0.701 1.018
H 5.739 -1.272 1.223
H 6.853 -2.660 -0.473
H 5.594 -3.518 -2.425
Br 0.643 -0.711 6.182
C 0.435 -0.663 4.324
C 0.126 -1.814 3.616
C -0.017 -1.725 2.247
N 0.121 -0.579 1.564
C 0.431 0.519 2.260
C 0.595 0.528 3.629
H -0.002 -2.765 4.113
H -0.254 -2.608 1.666
H 0.567 1.439 1.705
H 0.846 1.447 4.139
C -2.493 0.358 -1.983
N -3.424 1.441 -2.155
C -2.679 2.692 -2.312
N -1.847 2.961 -1.133
C -0.912 1.876 -0.962
N -1.620 0.563 -0.765
C -2.544 0.709 0.414
N -3.471 1.797 0.234
C -4.274 1.547 -0.968
C -2.718 3.039 0.044
H -1.833 0.282 -2.846
H -3.023 -0.586 -1.851
H -3.380 3.514 -2.448
H -2.041 2.626 -3.194
H -0.287 2.065 -0.089
H -0.275 1.779 -1.842
H -1.940 0.884 1.302
H -3.081 -0.233 0.528
H -4.979 2.366 -1.102
H -4.834 0.620 -0.839
H -2.110 3.232 0.931
H -3.415 3.865 -0.084

47
Properties=species:S:1:pos:R:3 method="wB97M-V/def2-TZVPD" largest_force_ev_per_a=8.31 lumo_ev=-1.73 gap_ev=6.16 energy_ha=-3054.71446
Cl 4.788 1.961 -1.130
B 3.729 0.509 -1.563
Cl 3.827 -0.076 -3.341
Cl 4.404 -0.990 -0.354
O 2.424 0.811 -1.215
C 1.638 -0.355 -1.023
C 0.512 -0.309 -2.126
C 0.001 -1.469 -2.739
C -0.827 -1.355 -3.857
C -1.142 -0.077 -4.345
Cl -2.347 0.097 -5.552
C -0.501 1.066 -3.845
C 0.325 0.934 -2.738
H 2.094 -1.364 -1.182
H 0.312 -2.450 -2.379
H -1.260 -2.227 -4.344
H -0.673 2.038 -4.300
H 0.888 1.791 -2.372
C 2.492 1.443 3.037
C 1.876 0.378 2.284
C 1.880 -0.990 2.412
C 1.378 -1.578 1.219
C 1.569 -0.504 0.320
B -1.742 -0.067 0.179
N -2.058 -0.012 1.622
C -1.688 -0.960 2.711
C -1.828 1.449 1.985
C -1.436 2.137 0.710
O -1.320 3.267 0.354
O -1.178 1.086 -0.306
C -3.484 -0.404 1.078
C -3.206 -1.472 0.047
O -3.900 -2.270 -0.568
O -1.804 -1.334 -0.321
O 1.401 0.692 1.041
H 3.031 0.992 3.884
H 3.247 1.973 2.443
H 1.783 2.175 3.440
H 2.294 -1.558 3.226
H 1.079 -2.595 0.976
H -2.554 -0.956 3.387
H -1.470 -1.979 2.356
H -0.822 -0.563 3.256
H -2.765 1.834 2.396
H -0.990 1.552 2.700
H -4.064 -0.766 1.930
H -3.910 0.497 0.609

Record-wise ΔE to the lowest compared entry with this formula, charge and spin values, in kcal/mol: 13.3; 39.3; 69.3; 73.2; 0.0; 11.4; 0.0; 120.2